{"formula": "C24H27N6NdO2Si", "method": "ωB97M-V/def2-TZVPD", "e_homo_ev": [-6.8, -6.8], "energy_ev": -61517.969, "orbital_gap_ev": [6.62, 6.65], "max_force_ha_per_bohr": 0.05390, "multiplicity": 4, "species": ["Nd", "O", "C", "N", "C", "C", "C", "C", "C", "C", "N", "C", "O", "C", "C", "C", "C", "C", "N", "C", "C", "C", "C", "C", "N", "H", "H", "H", "H", "H", "H", "H", "H", "H", "H", "H", "H", "C", "N", "C", "C", "N", "H", "H", "H", "H", "H", "H", "C", "Si", "C", "C", "H", "H", "H", "H", "H", "H", "H", "H", "H"], "coordinates": [[0.648354, 0.484625, 0.044751], [2.375111, 3.504500, -2.843220], [2.166776, 2.690339, -1.921766], [1.004946, 2.511569, -1.180794], [-0.022301, 3.410972, -1.190393], [-0.033176, 4.599673, -1.965596], [-1.053627, 5.504918, -1.850551], [-2.112198, 5.273156, -0.960265], [-2.145942, 4.118698, -0.202472], [-1.125621, 3.173515, -0.290165], [-1.075767, 2.067108, 0.553519], [-2.203829, 1.495217, 0.987504], [-3.368217, 1.687995, 0.642759], [-1.967069, 0.406776, 2.024189], [-3.058892, -0.075305, 2.736237], [-2.876560, -1.115529, 3.628025], [-1.604125, -1.650994, 3.779342], [-0.568077, -1.101826, 3.048813], [-0.733637, -0.090756, 2.191992], [3.265456, 1.781117, -1.520717], [4.395863, 1.725135, -2.358859], [5.482780, 0.989987, -1.966416], [5.447061, 0.327095, -0.718379], [4.306569, 0.419327, 0.044829], [3.216034, 1.108960, -0.326836], [0.781464, 4.784419, -2.644933], [-1.025144, 6.412424, -2.438497], [-2.906377, 6.000140, -0.851498], [-2.956034, 3.943442, 0.486796], [-4.021539, 0.385677, 2.568904], [-3.707375, -1.508162, 4.200017], [-1.417199, -2.482114, 4.444180], [0.444668, -1.475525, 3.145691], [4.372633, 2.278967, -3.285708], [6.358659, 0.923713, -2.598760], [6.287945, -0.250568, -0.361150], [4.244128, -0.075709, 1.008192], [-4.816803, -1.129375, -0.464259], [-3.496916, -1.752061, -0.399561], [-3.408621, -3.170493, -0.063904], [-2.411952, -1.118578, -0.742765], [-1.383843, -0.638972, -0.995302], [-5.364857, -1.371884, 0.446689], [-5.377067, -1.505443, -1.323012], [-4.706647, -0.052023, -0.527673], [-4.080465, -3.377650, 0.768733], [-2.390277, -3.419363, 0.228106], [-3.697493, -3.794485, -0.912364], [2.726486, -2.676646, -1.505986], [1.733357, -2.249006, 0.090550], [2.917117, -2.950869, 1.451291], [0.372882, -3.634852, 0.062155], [3.010892, -3.732500, -1.529354], [3.642438, -2.083313, -1.576459], [2.137715, -2.471975, -2.405669], [3.155629, -3.998524, 1.247131], [2.481062, -2.904116, 2.454880], [3.862596, -2.402957, 1.481913], [0.813756, -4.631532, -0.028297], [-0.299464, -3.492075, -0.790689], [-0.235241, -3.624307, 0.975088]], "forces_ev_per_a": [[0.0, 0.9, 0.0], [0.0, -1.2, 1.2], [-2.2, 1.2, -0.3], [2.5, -1.1, -0.5], [-1.9, 1.5, 0.2], [0.3, -0.9, 0.3], [-0.9, 0.2, 0.6], [0.3, 0.2, -0.4], [0.2, 0.0, -0.1], [0.7, 1.0, -1.2], [0.2, -0.7, 0.3], [0.3, 0.0, 0.1], [-0.3, 0.0, 0.0], [-0.1, -0.1, 0.1], [0.0, 0.0, 0.0], [0.1, 0.0, 0.0], [-0.1, 0.0, 0.0], [0.2, 0.0, 0.0], [-0.2, 0.1, -0.2], [1.4, -0.9, 0.8], [-0.8, 0.1, 0.4], [0.2, -0.7, 1.0], [0.2, 0.4, -0.9], [-0.3, 0.0, 0.1], [-0.1, 0.5, -1.3], [-0.1, 0.0, 0.0], [-0.1, 0.0, 0.0], [0.0, 0.0, 0.0], [0.0, 0.0, 0.0], [0.0, 0.0, -0.1], [0.0, 0.0, 0.0], [0.0, 0.0, 0.0], [0.0, -0.1, 0.0], [-0.1, 0.0, 0.0], [0.0, 0.0, 0.0], [0.0, 0.0, 0.0], [0.0, 0.0, -0.1], [0.0, 0.0, -0.1], [-0.2, 0.0, 0.1], [0.0, -0.1, -0.1], [0.4, 0.0, 0.1], [-0.2, -0.1, 0.0], [0.1, 0.0, 0.0], [0.0, 0.0, 0.0], [0.0, 0.1, 0.0], [0.0, 0.1, 0.0], [0.0, 0.0, 0.0], [0.0, 0.0, 0.0], [-0.2, 0.2, 0.1], [0.4, -1.5, 0.1], [-0.2, 0.2, -0.1], [0.0, 0.3, 0.0], [0.0, 0.0, 0.0], [0.0, 0.0, 0.0], [0.0, 0.0, 0.0], [0.0, 0.0, 0.0], [0.0, 0.0, 0.0], [0.0, 0.0, 0.0], [0.1, 0.0, 0.0], [0.0, 0.0, 0.0], [0.0, 0.0, 0.0]], "mulliken_charge": [1.00, -0.74, 0.18, -0.11, 0.43, -0.69, -0.67, -0.75, -0.38, 0.38, -0.27, -0.11, -0.69, 0.65, -0.43, -0.47, -0.64, -0.38, -0.08, 0.57, -0.46, -0.30, -0.55, -0.46, -0.33, 0.52, 0.39, 0.36, 0.44, 0.53, 0.45, 0.43, 0.48, 0.46, 0.43, 0.40, 0.53, -0.90, 0.16, -0.75, 0.43, -0.50, 0.32, 0.35, 0.30, 0.33, 0.14, 0.29, -1.23, 0.47, -1.35, -1.15, 0.37, 0.25, 0.30, 0.37, 0.33, 0.33, 0.45, 0.31, 0.24]}